Entry 1:
48
Properties=species:S:1:pos:R:3:lowdin_charge:R:1 method="wB97M-V/def2-TZVPD" lumo_ev=-0.6 relative_energy_kcal_mol=98.80 charge=0 orbital_gap_ev=7.36
C 4.50223 1.65620 -4.14711 -0.06
O 3.24281 2.34694 -3.94484 -0.09
C 2.61451 2.20832 -2.74598 -0.25
C 1.35817 2.85959 -2.60704 0.00
C 0.65090 2.74461 -1.42757 -0.02
C 1.21415 2.08765 -0.30885 -0.23
C 0.47931 2.04689 0.93848 0.03
C 1.09786 2.15156 2.15706 -0.26
C 0.38924 2.12697 3.39420 -0.19
N -0.17934 2.09008 4.41792 0.16
C 2.47680 2.48883 2.27942 -0.22
N 3.61417 2.74404 2.40387 0.18
C 2.45965 1.44213 -0.45321 -0.02
C 3.16067 1.48871 -1.65267 0.01
H 4.75128 1.91015 -5.17705 0.09
H 5.28121 2.02790 -3.46323 0.10
H 4.38949 0.56608 -4.03794 0.10
H 0.98485 3.42847 -3.44939 0.12
H -0.33614 3.20410 -1.33221 0.12
H -0.60637 1.97872 0.92298 0.14
H 2.86566 0.87185 0.38474 0.10
H 4.13060 0.99080 -1.74636 0.11
C -6.40129 -1.42200 -1.31954 -0.06
O -5.07118 -1.06237 -1.80000 -0.10
C -4.00480 -1.33062 -0.98929 -0.27
C -2.72886 -0.80014 -1.34028 0.01
C -1.65528 -0.98555 -0.47818 -0.02
C -1.77312 -1.87112 0.60104 -0.23
N -0.64436 -2.12826 1.37526 -0.06
C 0.49571 -1.37542 1.28251 0.01
N 1.26663 -1.80410 2.31740 -0.17
C 2.47804 -1.16106 2.74687 -0.04
C 0.68441 -2.90265 2.96905 -0.05
C -0.51014 -3.10852 2.38821 -0.04
C -3.00459 -2.44295 0.92444 -0.02
C -4.13783 -2.10198 0.19280 -0.02
H -7.06843 -1.12132 -2.12961 0.09
H -6.49662 -2.50396 -1.13633 0.09
H -6.65246 -0.87612 -0.39587 0.10
H -2.62978 -0.22524 -2.26071 0.12
H -0.71091 -0.46572 -0.62124 0.09
H 2.47309 -0.13355 2.36785 0.05
H 2.51364 -1.14757 3.84088 0.10
H 3.36657 -1.68167 2.36899 0.09
H 1.15344 -3.40496 3.79154 0.11
H -1.28046 -3.81161 2.62300 0.10
H -3.08659 -3.12841 1.76574 0.10
H -5.11652 -2.46369 0.51027 0.10

Entry 2:
62
Properties=species:S:1:pos:R:3:lowdin_charge:R:1 method="wB97M-V/def2-TZVPD" lumo_ev="-5.6 / -5.6" relative_energy_kcal_mol=0.00 charge=+1 orbital_gap_ev="4.92 / 4.95"
Tc -0.39802 -0.49173 0.74314 0.94
C -3.03502 -2.37890 0.60742 -0.07
N -1.53587 -2.44028 0.53606 -0.28
C -1.16853 -2.98842 -0.78808 -0.17
C -1.38126 -1.89695 -1.81241 -0.14
N -0.47232 -0.74332 -1.54552 -0.22
C 0.85313 -1.06709 -2.12568 -0.09
C -1.02481 0.47682 -2.14772 -0.27
C -0.75229 0.83170 -3.46244 -0.02
C -1.34161 1.95799 -4.01700 -0.06
C -2.21936 2.72698 -3.26521 -0.06
C -2.49778 2.37116 -1.95539 -0.09
C -1.89400 1.24954 -1.39042 -0.55
S -2.25939 0.81840 0.27594 0.74
C -1.11864 -3.25497 1.67880 -0.36
C -0.86440 -4.60917 1.62555 -0.02
C -0.53428 -5.28069 2.80064 -0.05
C -0.49448 -4.60616 4.01086 -0.06
C -0.77211 -3.24409 4.06351 -0.08
C -1.07032 -2.56641 2.89041 -0.61
S -1.40063 -0.83542 2.82178 0.68
H -3.43239 -3.38695 0.47301 0.11
H -3.43205 -1.71383 -0.15158 0.06
H -3.34323 -1.99803 1.57414 0.07
H -1.79415 -3.84639 -1.04628 0.14
H -0.12931 -3.31401 -0.76068 0.11
H -2.40486 -1.53693 -1.78359 0.12
H -1.19567 -2.28872 -2.81458 0.14
H 0.75242 -1.40015 -3.16079 0.10
H 1.32311 -1.87106 -1.57179 -0.01
H 1.49308 -0.19849 -2.08805 0.08
H -0.09054 0.23404 -4.07717 0.11
H -1.11755 2.22684 -5.04178 0.11
H -2.68960 3.60183 -3.69902 0.12
H -3.17310 2.96389 -1.34779 0.11
H -0.91106 -5.15372 0.68956 0.12
H -0.31419 -6.34028 2.76247 0.12
H -0.24335 -5.13773 4.92012 0.12
H -0.74589 -2.70442 5.00400 0.12
S 4.03535 -2.85850 -1.61853 -0.08
Sb 4.20517 -1.55857 0.14646 0.85
S 1.64552 -0.80461 2.73976 0.02
S 1.70732 -2.03241 1.09395 0.12
S 3.00044 0.54984 2.70868 0.21
O 1.81984 7.12462 0.39581 0.11
N 2.52183 6.26435 -0.09742 -0.34
O 3.50663 6.45595 -0.78403 0.10
C 2.14051 4.86384 0.15435 -0.11
C 2.93405 3.85868 -0.30150 0.10
C 2.53578 2.53675 -0.12529 -0.06
C 1.29387 2.17855 0.51106 -0.26
O 0.83597 0.98936 0.49011 -0.32
C 0.61698 3.29501 1.10969 -0.04
C 0.99457 4.58837 0.88857 0.11
N -0.50299 3.10567 2.03857 -0.35
O -0.51841 2.07371 2.68394 -0.01
O -1.34968 3.97058 2.09626 0.11
N 3.46676 1.54720 -0.56811 -0.30
O 4.58508 1.85194 -0.89181 0.14
O 3.07079 0.36018 -0.60431 -0.29
H 3.86244 4.07538 -0.80837 0.14
H 0.42248 5.39925 1.31766 0.15

Entry 3:
53
Properties=species:S:1:pos:R:3:lowdin_spin:R:1 method="wB97M-V/def2-TZVPD" lumo_ev="-0.3 / -0.3" relative_energy_kcal_mol=15.24 spin_multiplicity=7 charge=0 orbital_gap_ev="8.94 / 8.97"
Tb 0.33771 0.68332 -0.37363 6.11
C 3.08818 -0.99158 2.07754 0.00
C 3.08006 -0.12560 0.85117 -0.01
C 2.94749 1.25288 0.95961 -0.01
C 3.06534 2.07338 -0.16278 -0.01
C 3.32113 1.52006 -1.40684 0.00
C 3.40665 0.13825 -1.53683 0.00
C 3.27152 -0.67502 -0.42080 0.00
H 4.09850 -1.04108 2.49074 0.00
H 2.77631 -2.00985 1.84510 0.00
H 2.42894 -0.59340 2.84851 0.00
H 2.75628 1.69266 1.93072 0.00
H 2.96113 3.14474 -0.05363 0.00
H 3.40763 2.15377 -2.27738 0.00
H 3.56409 -0.29950 -2.51295 0.00
H 3.34199 -1.75112 -0.51953 0.00
O -1.80026 4.08391 1.93380 0.00
C -1.08119 3.39934 1.03889 0.00
O 0.03322 2.98991 1.26428 0.00
C -1.73840 3.18987 -0.29116 0.00
C -3.03706 3.47669 -0.62536 0.00
C -3.46288 3.11252 -1.90717 0.00
C -2.59072 2.51611 -2.79586 0.00
C -1.29299 2.27607 -2.36560 0.00
N -0.89778 2.60488 -1.14260 -0.01
C -0.20972 1.64317 -3.22087 0.00
O -0.31688 1.66648 -4.42798 0.00
O 0.78200 1.18607 -2.51333 -0.01
H -1.25473 4.09660 2.73162 0.00
H -3.70343 3.94377 0.08583 0.00
H -4.49005 3.29363 -2.19645 0.00
H -2.88212 2.21888 -3.79321 0.00
O -1.85043 0.60571 0.97311 -0.01
C -1.06019 -0.20533 1.48087 -0.01
O 0.15317 0.15597 1.74028 -0.01
C -1.38267 -1.69724 1.49602 0.00
C -0.10141 -2.49034 1.72534 0.00
C -0.36391 -3.99145 1.84267 0.00
C -0.54645 -4.40156 0.36220 0.00
C -0.53192 -3.04316 -0.31302 0.00
O 0.51407 -2.34704 0.41413 0.00
C -1.80175 -2.24347 0.05963 0.00
C -2.12713 -1.17842 -0.96963 0.00
O -3.24903 -0.94649 -1.33796 0.00
O -1.03046 -0.55588 -1.41188 -0.01
H -2.16614 -1.88231 2.23303 0.00
H 0.54789 -2.06774 2.48055 0.00
H -1.24711 -4.18902 2.45236 0.00
H 0.47655 -4.50497 2.30678 0.00
H -1.46608 -4.95444 0.17006 0.00
H 0.29162 -5.00465 0.01561 0.00
H -0.29756 -3.03344 -1.37165 0.00
H -2.67104 -2.89455 0.13764 0.00

Entry 4:
58
Properties=species:S:1:pos:R:3:lowdin_charge:R:1 method="wB97M-V/def2-TZVPD" lumo_ev=0.0 charge=-1 orbital_gap_ev=5.31
O 3.18468 -2.20859 0.05107 -0.01
C 3.22812 -2.00853 1.27239 -0.72
O 3.79928 -2.61559 2.18946 -0.02
C 2.46210 -0.74812 1.69905 0.00
C 3.10855 0.32601 2.24790 -0.10
C 4.60622 0.24752 2.43767 -0.06
C 5.33706 0.88760 1.23530 -0.32
C 6.29325 1.98826 1.47531 -0.05
O 6.68106 0.58257 1.09314 -0.06
C 2.40139 1.51498 2.54921 -0.13
C 3.11933 2.73243 3.06724 -0.18
O 3.02969 3.76108 2.06846 -0.17
O 2.74797 5.04260 2.65926 -0.06
C 1.04233 1.60809 2.33068 -0.28
P 0.11480 3.09987 2.73952 0.45
S 0.15511 3.68332 4.61560 0.10
C 0.36144 0.50814 1.78157 -0.19
N -0.98168 0.58781 1.54159 0.15
C -1.60120 -0.43131 1.03459 -0.28
C -3.06805 -0.33376 0.72012 -0.18
C -3.60409 1.08481 0.71552 -0.20
C -5.12204 1.12533 0.74816 -0.27
O -5.62479 2.44306 0.52214 -0.08
C -0.84622 -1.62279 0.78858 -0.63
Br -1.77279 -3.16774 0.12924 0.76
N 0.40184 -1.75144 0.98572 0.16
C 1.07252 -0.66658 1.47737 -0.12
H 4.90685 0.78685 3.32908 0.11
H 4.90536 -0.79542 2.48242 0.11
H 4.74661 0.97684 0.31779 0.16
H 6.57251 2.56826 0.60770 0.10
H 6.75458 2.13921 2.43882 0.11
H 2.64363 3.06265 3.99184 0.07
H 4.17417 2.54549 3.23354 0.10
H 3.36560 5.10386 3.40216 0.09
H -1.18822 2.81776 2.36351 -0.05
H 0.56617 4.05138 1.82167 -0.01
H -3.63216 -0.98684 1.39009 0.12
H -3.19572 -0.75785 -0.27792 0.09
H -3.28618 1.58022 -0.20494 0.13
H -3.23258 1.66854 1.55733 0.10
H -5.45325 0.82121 1.74516 0.12
H -5.55538 0.47950 -0.01280 0.12
H -4.92918 3.06739 0.74654 0.07
C -2.73900 -2.89773 -6.65196 0.07
C -2.70765 -1.89446 -5.76368 -0.24
C -2.72340 -2.13801 -4.27199 -0.31
O -2.68557 -1.15225 -3.55945 0.11
C -2.79089 -3.50272 -3.79333 0.07
C -2.82429 -4.50549 -4.68070 -0.23
C -2.79055 -4.26264 -6.17061 -0.32
O -2.81385 -5.24563 -6.89032 0.10
O -2.88817 -5.78597 -4.34713 0.12
O -2.66110 -0.61460 -6.09540 0.12
H -2.72691 -2.73264 -7.71983 0.13
H -2.81262 -3.66168 -2.72480 0.09
H -2.88826 -6.28358 -5.18766 0.12
H -2.63647 -0.12071 -5.25100 0.12

Please write out number 1 again, unchanged.
48
Properties=species:S:1:pos:R:3:lowdin_charge:R:1 method="wB97M-V/def2-TZVPD" lumo_ev=-0.6 relative_energy_kcal_mol=98.80 charge=0 orbital_gap_ev=7.36
C 4.50223 1.65620 -4.14711 -0.06
O 3.24281 2.34694 -3.94484 -0.09
C 2.61451 2.20832 -2.74598 -0.25
C 1.35817 2.85959 -2.60704 0.00
C 0.65090 2.74461 -1.42757 -0.02
C 1.21415 2.08765 -0.30885 -0.23
C 0.47931 2.04689 0.93848 0.03
C 1.09786 2.15156 2.15706 -0.26
C 0.38924 2.12697 3.39420 -0.19
N -0.17934 2.09008 4.41792 0.16
C 2.47680 2.48883 2.27942 -0.22
N 3.61417 2.74404 2.40387 0.18
C 2.45965 1.44213 -0.45321 -0.02
C 3.16067 1.48871 -1.65267 0.01
H 4.75128 1.91015 -5.17705 0.09
H 5.28121 2.02790 -3.46323 0.10
H 4.38949 0.56608 -4.03794 0.10
H 0.98485 3.42847 -3.44939 0.12
H -0.33614 3.20410 -1.33221 0.12
H -0.60637 1.97872 0.92298 0.14
H 2.86566 0.87185 0.38474 0.10
H 4.13060 0.99080 -1.74636 0.11
C -6.40129 -1.42200 -1.31954 -0.06
O -5.07118 -1.06237 -1.80000 -0.10
C -4.00480 -1.33062 -0.98929 -0.27
C -2.72886 -0.80014 -1.34028 0.01
C -1.65528 -0.98555 -0.47818 -0.02
C -1.77312 -1.87112 0.60104 -0.23
N -0.64436 -2.12826 1.37526 -0.06
C 0.49571 -1.37542 1.28251 0.01
N 1.26663 -1.80410 2.31740 -0.17
C 2.47804 -1.16106 2.74687 -0.04
C 0.68441 -2.90265 2.96905 -0.05
C -0.51014 -3.10852 2.38821 -0.04
C -3.00459 -2.44295 0.92444 -0.02
C -4.13783 -2.10198 0.19280 -0.02
H -7.06843 -1.12132 -2.12961 0.09
H -6.49662 -2.50396 -1.13633 0.09
H -6.65246 -0.87612 -0.39587 0.10
H -2.62978 -0.22524 -2.26071 0.12
H -0.71091 -0.46572 -0.62124 0.09
H 2.47309 -0.13355 2.36785 0.05
H 2.51364 -1.14757 3.84088 0.10
H 3.36657 -1.68167 2.36899 0.09
H 1.15344 -3.40496 3.79154 0.11
H -1.28046 -3.81161 2.62300 0.10
H -3.08659 -3.12841 1.76574 0.10
H -5.11652 -2.46369 0.51027 0.10